1.
Computed, not measured: a cluster of 4 separate species, C12H34N2O4 in total, with ωB97M-V/def2-TZVPD.

Output
M (g/mol): 270.41
2S+1: 1
Frontier orbital gap (hartree): 0.362
LUMO level (eV): 0.682
Structure (SMILES): COC[C@H](C)N.COC[C@H](C)N.CCO.CCO
HOMO energy (Ha): -0.337
ΔE to the lowest compared entry with this formula, charge and spin (kJ/mol): 1.5

```
52
Properties=species:S:1:pos:R:3:forces:R:3:mulliken_charge:R:1
O -3.846816 3.904175 -0.920702 0.03 0.15 -0.24 -0.3277
O 3.628610 -0.113272 -0.179246 -0.06 -0.18 -0.30 -0.5755
O 0.125949 -1.384286 2.901883 -0.28 0.32 -0.27 -0.5434
O -0.469340 -2.076996 -3.224354 0.18 -0.03 0.08 -0.4098
N 0.570156 -0.691272 0.089527 -0.21 0.81 -0.55 -0.3903
N -0.336303 3.208742 -0.078652 -0.20 -0.04 0.52 -0.6140
C 4.158488 -1.382307 -0.530653 0.20 0.12 0.38 -0.0506
C -0.930241 -2.597535 -0.363804 -0.48 0.01 -0.28 -1.6580
C 0.406245 -0.800516 5.217808 -0.29 0.45 0.60 -1.1572
C -2.736855 3.503437 -0.164204 -0.37 0.12 1.34 -0.7223
C 0.204407 -1.741123 -0.887683 0.76 0.09 0.90 1.1720
C -5.058338 3.390698 -0.427404 -0.13 -0.21 -0.07 -0.7517
C 0.456794 -3.100138 -3.525954 0.19 0.39 -0.32 -0.6717
C 0.934271 -0.645911 3.819010 -0.06 -0.52 0.17 -0.2034
C 4.493612 -2.198903 0.705382 0.28 -0.38 0.09 -0.9117
C -0.094839 -1.118651 -2.239792 -0.76 -0.34 -0.28 -0.3370
C -1.460962 3.649236 -0.933933 1.29 -0.07 -0.38 0.5941
C -1.430378 2.816438 -2.204422 0.19 -0.44 0.19 -1.2316
H 0.720067 -0.470664 -2.582023 0.09 -0.07 0.05 0.3450
H 2.666413 -0.204743 -0.139634 -0.37 0.04 0.25 0.3811
H -0.579938 -0.345072 5.334353 -0.11 -0.17 -0.32 0.2830
H 1.962929 -1.001963 3.740785 0.13 0.16 0.05 0.2555
H 1.006495 -3.435613 -2.646466 -0.19 -0.33 0.00 0.2997
H 5.062272 -1.185242 -1.109680 0.01 -0.11 -0.05 0.3346
H -0.411644 2.809414 -2.599799 -0.14 0.32 -0.32 0.4050
H 3.469739 -1.964028 -1.152585 -0.03 0.17 -0.15 0.0172
H 1.209902 -2.782701 -4.261416 -0.09 0.19 0.05 0.2785
H -1.021789 -0.540151 -2.170998 0.26 0.34 0.22 0.0756
H 1.015716 -0.245678 5.936437 0.27 -0.35 -0.01 0.3609
H -1.256880 4.700113 -1.173715 -0.65 0.06 -0.26 0.2524
H 0.319194 -1.851377 5.493744 0.18 0.01 0.18 0.3410
H -1.616726 1.760435 -1.983150 -0.24 0.10 0.18 0.0737
H 0.554038 3.350937 -0.542971 -0.12 -0.13 -0.29 0.2322
H -0.696859 -3.048068 0.600584 0.16 -0.02 -0.03 0.3727
H 0.183043 -2.329033 3.074205 0.15 0.09 0.21 0.2450
H -2.872731 2.485470 0.234858 0.20 -0.17 -0.51 0.3116
H -5.058920 2.296032 -0.502889 -0.08 0.02 0.05 0.3299
H -5.861111 3.789957 -1.042761 0.01 0.00 -0.05 0.2511
H 0.066590 0.166957 -0.135363 0.13 0.05 -0.04 0.1069
H 0.266825 -0.901404 1.041363 0.23 -0.36 -0.25 0.2736
H 0.899189 0.406335 3.547844 -0.02 -0.06 -0.41 0.2971
H -2.161154 3.142214 -2.939676 0.12 0.11 -0.08 0.3955
H -0.279500 3.831745 0.722873 -0.10 -0.16 0.12 0.2327
H 1.124292 -2.329182 -0.988186 -0.23 -0.28 -0.04 -0.3751
H -0.129482 -3.891235 -3.988501 0.14 -0.22 0.19 0.2582
H 3.590764 -2.533112 1.220606 -0.03 0.13 0.03 0.1731
H -5.259961 3.664321 0.615462 0.18 0.09 0.00 0.2960
H -1.806607 -1.958573 -0.212167 0.00 -0.04 -0.01 0.3507
H 5.069349 -3.095663 0.451596 -0.11 0.02 -0.13 0.3451
H -1.221460 -3.382398 -1.064175 0.09 -0.02 0.03 0.4040
H -2.679532 4.105379 0.764725 0.01 0.13 -0.21 0.3074
H 5.113020 -1.635246 1.403925 -0.12 0.17 -0.03 0.2789
```
Forces are in eV/Å.

=====

2.
Computed, not measured: a structure of composition C12H34N7O6Pd, with ωB97M-V/def2-TZVPD.

Output
M (g/mol): 478.87
2S+1: 3
Charge: +1
Frontier orbital gap (alpha / beta) (hartree): 0.311 / 0.294
LUMO level (alpha / beta) (eV): -1.997 / -2.387
HOMO energy (alpha / beta) (Ha): -0.385 / -0.382
ΔE to the lowest compared entry with this formula, charge and spin (kJ/mol): 0.0

```
60
Properties=species:S:1:pos:R:3:forces:R:3:mulliken_spin:R:1
Pd 25.005120 -12.611000 -15.063000 0.04 1.30 1.17 1.5583
O 23.368020 -13.296540 -10.079630 -1.18 0.23 -1.01 0.0001
O 25.240640 -14.553830 -14.242880 1.41 -1.38 0.35 0.0564
O 26.178780 -13.084830 -16.762460 -6.63 -0.56 2.15 0.0569
O 24.015090 -10.680410 -15.396550 -1.49 -0.96 0.28 0.0583
O 23.434650 -13.434310 -16.402090 2.14 0.01 0.33 0.0512
O 26.920250 -11.713670 -14.196800 0.01 1.05 -0.29 0.0924
N 21.903790 -14.315370 -17.784100 0.80 0.11 -0.01 0.0014
N 21.274000 -13.055280 -16.098770 -3.13 2.20 2.71 -0.0012
N 27.683810 -13.803490 -18.202430 -0.97 -2.73 -2.81 0.0027
N 28.226850 -12.233590 -16.912860 1.12 3.30 2.13 -0.0007
N 23.827630 -8.560250 -16.178390 -3.01 1.49 -1.61 0.0047
N 23.580880 -12.666150 -13.289650 0.98 0.30 1.21 0.1099
N 25.540200 -9.086050 -15.104810 4.16 -0.03 2.53 0.0020
C 24.375910 -14.993050 -13.221480 -0.30 -0.07 0.80 -0.0087
C 22.280260 -13.555770 -16.718740 0.20 -1.86 -2.34 0.0067
C 27.203630 -12.983290 -17.277850 7.53 -0.21 -2.15 0.0014
C 24.387400 -9.519920 -15.491330 0.95 -0.04 -1.29 0.0005
C 23.201820 -14.038050 -13.176700 -0.66 -2.65 -0.33 0.0019
C 27.901150 -10.738930 -12.086640 -0.39 -0.79 -0.49 -0.0013
C 26.415850 -15.335370 -14.476090 0.61 -0.81 0.20 -0.0043
C 28.077780 -11.523510 -13.413690 -0.64 -1.30 0.16 0.0072
C 28.758860 -12.880110 -13.143980 -0.31 -0.14 1.44 -0.0035
C 24.376440 -12.221530 -12.094010 -0.94 0.98 -0.38 -0.0056
C 24.326670 -13.639370 -9.097510 -0.24 0.61 -0.20 0.0000
C 23.608840 -12.074670 -10.777110 2.10 -0.54 0.42 0.0063
H 27.156020 -11.154970 -11.408560 -0.06 -0.53 -0.04 0.0002
H 29.154060 -13.450920 -13.984280 -0.05 0.40 -0.22 -0.0002
H 26.923840 -14.995690 -15.378670 -0.59 -0.11 -0.12 0.0045
H 26.156490 -9.745240 -14.651220 0.42 -0.48 0.18 -0.0063
H 24.065830 -16.031640 -13.336770 -0.34 -0.05 -0.81 0.0011
H 22.686200 -14.338850 -12.264690 -0.26 0.54 0.27 0.0068
H 20.391180 -12.945150 -16.576890 0.15 0.07 0.40 0.0001
H 28.076690 -13.536810 -12.604070 -0.62 -0.13 -0.27 0.0010
H 28.867440 -10.821370 -11.589050 -0.06 0.73 0.20 0.0006
H 24.335760 -11.495330 -10.207850 0.12 0.15 0.50 -0.0007
H 24.684630 -11.197310 -12.304010 0.17 0.04 -0.32 -0.0014
H 28.521340 -13.588910 -18.724540 -0.43 -0.24 0.11 0.0005
H 22.924330 -8.702090 -16.607380 0.34 0.40 -0.10 -0.0007
H 26.177860 -16.399060 -14.481040 -0.47 -0.05 -0.68 -0.0009
H 24.766960 -15.065950 -12.206660 1.14 0.63 0.00 0.0016
H 25.903540 -8.162460 -15.292080 -0.23 -0.35 0.18 0.0002
H 22.791130 -11.358680 -10.859660 -0.77 -0.73 -0.05 0.0002
H 28.114930 -11.770940 -16.022060 -0.10 0.31 0.26 -0.0031
H 21.464280 -12.483520 -15.288230 -0.22 0.04 -0.26 -0.0012
H 28.839310 -10.949450 -13.941550 0.08 0.44 -0.60 0.0065
H 22.551480 -14.341650 -13.997050 -0.15 0.44 -0.20 0.0009
H 23.962020 -14.508640 -8.550240 -0.06 0.17 -0.05 0.0000
H 25.312730 -12.773450 -12.011400 -0.26 -0.27 -0.03 -0.0021
H 27.056710 -14.523270 -18.532230 0.28 0.15 -0.36 -0.0004
H 22.657150 -14.387710 -18.452920 -0.71 -0.54 -0.39 -0.0002
H 22.718310 -12.140730 -13.290030 0.07 0.54 -0.23 -0.0018
H 29.162440 -12.298570 -17.287750 -0.50 -0.17 0.09 0.0001
H 20.914120 -14.457620 -17.927020 0.55 -0.16 -0.71 0.0003
H 24.403240 -12.762120 -8.455120 0.43 -0.25 0.46 0.0000
H 27.528050 -9.729870 -12.261860 0.55 0.22 -0.09 -0.0001
H 25.287480 -13.883440 -9.550690 0.22 0.05 0.02 0.0000
H 24.425990 -7.760620 -16.328890 -1.11 0.06 -0.41 0.0009
H 29.509480 -12.793090 -12.358420 0.68 0.27 -0.36 -0.0001
H 27.207180 -15.333940 -13.726490 -0.37 0.91 0.68 0.0005
```
Forces are in eV/Å.

=====

3.
Computed, not measured: a structure of composition C12H35CdO6S5, with ωB97M-V/def2-TZVPD.

Output
M (g/mol): 548.15
2S+1: 1
Charge: +1
Frontier orbital gap (hartree): 0.275
LUMO level (eV): -1.950
HOMO energy (Ha): -0.346
ΔE to the lowest compared entry with this formula, charge and spin (kJ/mol): 0.0

```
59
Properties=species:S:1:pos:R:3:forces:R:3:mulliken_charge:R:1
Cd -1.493872 -1.036044 -11.765127 1.23 0.55 -1.42 3.5642
S -4.574699 0.392661 -12.664097 0.14 0.03 0.05 0.3125
S -3.240005 -1.848930 -8.687982 0.08 0.28 -0.28 0.2564
S -0.120930 1.677510 -9.799851 0.00 0.12 -0.11 0.2991
S -3.713591 -3.213727 -13.445106 -0.22 0.65 -0.44 0.4801
S 0.730532 -3.779270 -10.859721 0.10 0.05 0.06 0.2967
O -2.337172 -1.573943 -9.843384 -0.50 -0.67 1.16 -0.6929
O -0.567613 -0.265616 -13.492412 -0.01 -0.49 -0.41 -0.7244
O -3.275817 0.155850 -11.950609 -1.35 1.08 0.23 -0.7430
O -2.696591 -2.707339 -12.471173 -0.56 -1.33 -0.18 -0.7511
O -0.504660 0.413678 -10.493430 0.49 0.61 0.88 -0.6939
O -0.008564 -2.547476 -11.245474 0.62 -0.45 0.03 -0.4961
C -5.048196 2.106573 -12.334295 -0.05 -0.42 -0.07 -1.0743
C 1.072446 0.852755 -14.824690 0.12 0.51 0.27 -1.4075
C -2.817121 -4.289949 -14.545304 0.43 -0.61 0.44 -0.9977
C -0.331316 0.864709 -14.228393 -0.11 -0.16 0.39 0.0248
C 1.179771 2.399962 -10.808700 0.33 -0.47 0.32 -0.9400
C -4.133476 0.602182 -14.376886 -0.22 -0.32 -0.41 -0.7444
C -4.726312 -4.394172 -12.548592 -0.13 -0.14 -0.29 -1.0181
C -2.761333 -0.623875 -7.480221 -0.22 0.27 0.86 -0.8986
C 0.061012 -4.238944 -9.249026 -0.13 -0.08 -0.22 -0.7097
C -1.430290 2.835138 -10.197053 0.08 0.11 -0.24 -0.6715
C 0.044154 -5.108564 -11.831621 -0.63 -0.35 -0.31 -0.8059
C -4.841639 -1.131198 -9.099851 0.31 -0.62 0.16 -0.7122
H -0.890185 -4.763399 -9.329273 0.02 -0.01 -0.12 0.2377
H -5.451372 -1.322620 -8.216334 -0.21 0.45 -0.04 0.4985
H -4.461703 2.757641 -12.976618 -0.08 0.20 0.10 0.3188
H -4.976776 1.056252 -14.899434 0.10 0.17 0.01 0.4827
H -6.120013 2.156998 -12.524717 0.05 0.24 -0.20 0.4288
H -1.152001 3.837346 -9.872046 -0.03 -0.02 0.09 0.4898
H -4.885070 2.318998 -11.280495 0.14 -0.09 0.01 0.3146
H 1.776740 1.535720 -11.104081 -0.13 -0.02 -0.18 0.2887
H -1.563690 2.813339 -11.279763 -0.01 -0.04 0.00 0.0820
H -1.010564 -5.256183 -11.588802 0.07 0.04 0.23 0.0893
H -2.021188 -3.706391 -15.003897 -0.26 0.20 -0.22 0.3450
H 0.064051 -4.839186 -12.887615 0.42 0.17 0.08 0.3088
H 1.833115 2.993156 -10.170055 -0.24 0.39 -0.12 0.4273
H -3.033007 0.377857 -7.811687 0.25 -0.02 -0.25 0.1635
H -4.805568 -3.973011 -11.549268 0.06 -0.18 0.09 0.2004
H -2.322359 -5.053617 -13.936813 -0.15 0.00 -0.01 0.2224
H -0.442009 1.784247 -13.606058 -0.02 0.09 -0.16 0.0180
H 1.332600 1.817717 -15.274286 -0.18 -0.11 -0.30 0.3948
H 0.603348 -6.029933 -11.673624 0.06 0.04 0.07 0.4589
H -3.203948 1.164429 -14.463421 -0.08 0.15 0.13 0.0570
H -3.247440 -0.774651 -6.512585 -0.19 -0.26 -0.16 0.4301
H 1.163135 0.047259 -15.551229 0.13 0.01 -0.01 0.3096
H -2.343340 2.499808 -9.710488 0.04 0.01 0.10 0.1440
H -5.258554 -1.693316 -9.933526 0.08 0.00 -0.05 0.1971
H 1.806081 0.719129 -14.025544 -0.07 -0.30 0.01 0.2954
H -4.306388 -5.397939 -12.569144 0.17 0.06 0.28 0.3492
H 0.794263 -4.848538 -8.725603 -0.02 0.09 0.15 0.4232
H -4.689099 -0.092642 -9.380438 -0.18 0.08 0.16 0.0232
H -1.694177 -0.718768 -7.291155 0.06 0.02 -0.32 0.3195
H -3.474211 -4.773339 -15.265147 -0.04 0.19 -0.11 0.4072
H -0.120540 -3.275679 -8.776095 0.24 -0.05 0.21 0.0967
H -5.719254 -4.431936 -12.996489 0.03 0.09 -0.07 0.3958
H -3.980514 -0.386025 -14.809837 0.07 -0.04 0.13 0.2252
H -1.055890 0.958037 -15.065093 0.04 0.19 0.00 0.1523
H 0.785595 2.907502 -11.683916 0.06 0.09 0.01 0.2521
```
Forces are in eV/Å.